Density functional theory data (wB97M-V/def2-TZVPD) for a 8-piece molecular cluster, C32H88N8O8 overall.

Summary:
Highest occupied orbital energy, eV: -9.0
Energy relative to the best compared isomer or geometry (same formula, charge and spin), eV: 6.6562
Charge: 0

Each atom is followed by the atoms it is bonded to, with distances in Å.
Positions of all 136 atoms, in Å:
1 C 0.862 -1.300 0.134  C2 1.517, H7 1.090, H8 1.090, H9 1.090
2 C -0.273 -0.573 0.830  C1 1.517, C3 1.592, N6 1.469, H10 1.090
3 C -1.111 0.200 -0.281  C2 1.592, O4 1.412, H11 1.090, H12 1.090
4 O -0.218 1.073 -0.940  C3 1.412, C5 1.405
5 C -0.819 1.717 -2.034  O4 1.405, H13 1.090, H14 1.090, H15 1.090
6 N -1.232 -1.424 1.548  C2 1.469, H16 1.010, H17 1.010
7 H 0.485 -1.770 -0.774  C1 1.090
8 H 1.436 -1.948 0.796  C1 1.090
9 H 1.571 -0.580 -0.274  C1 1.090
10 H 0.112 0.115 1.582  C2 1.090
11 H -1.992 0.728 0.082  C3 1.090
12 H -1.537 -0.487 -1.012  C3 1.090
13 H -1.619 2.359 -1.665  C5 1.090
14 H -1.173 0.942 -2.713  C5 1.090
15 H -0.066 2.386 -2.453  C5 1.090
16 H -0.758 -1.992 2.235  N6 1.010
17 H -1.614 -0.597 1.984  N6 1.010
18 C -1.975 4.202 1.356  C19 1.530, H24 1.090, H25 1.090, H26 1.090
19 C -0.771 4.938 0.766  C18 1.530, C20 1.533, N23 1.456, H27 1.090
20 C -1.269 5.844 -0.367  C19 1.533, O21 1.413, H28 1.090, H29 1.090
21 O -1.671 5.132 -1.519  C20 1.413, C22 1.433
22 C -1.297 5.717 -2.772  O21 1.433, H30 1.090, H31 1.090, H32 1.090
23 N -0.123 5.691 1.831  C19 1.456, H33 1.010, H34 1.010
24 H -2.583 3.800 0.545  C18 1.090
25 H -2.608 4.841 1.972  C18 1.090
26 H -1.650 3.346 1.947  C18 1.090
27 H 0.006 4.266 0.405  C19 1.090
28 H -0.477 6.579 -0.513  C20 1.090
29 H -2.180 6.374 -0.090  C20 1.090
30 H -0.230 5.534 -2.898  C22 1.090
31 H -1.487 6.786 -2.671  C22 1.090
32 H -1.750 5.243 -3.643  C22 1.090
33 H -0.176 5.171 2.695  N23 1.010
34 H 0.805 5.910 1.499  N23 1.010
35 C -4.878 1.446 -0.191  C36 1.580, H41 1.090, H42 1.090, H43 1.090
36 C -5.540 1.392 1.243  C35 1.580, C37 1.554, N40 1.464, H44 1.090
37 C -5.169 2.669 2.048  C36 1.554, O38 1.389, H45 1.090, H46 1.090
38 O -5.418 3.804 1.286  C37 1.389, C39 1.384
39 C -5.569 4.980 2.001  O38 1.384, H47 1.090, H48 1.090, H49 1.090
40 N -6.966 1.286 0.927  C36 1.464, H50 1.010, H51 1.010
41 H -4.865 2.414 -0.693  C35 1.090
42 H -5.277 0.705 -0.883  C35 1.090
43 H -3.870 1.130 0.079  C35 1.090
44 H -5.334 0.501 1.836  C36 1.090
45 H -4.169 2.528 2.457  C37 1.090
46 H -5.908 2.608 2.847  C37 1.090
47 H -5.989 4.824 2.994  C39 1.090
48 H -6.521 5.422 1.709  C39 1.090
49 H -4.701 5.615 1.822  C39 1.090
50 H -7.288 2.215 0.695  N40 1.010
51 H -7.641 1.214 1.675  N40 1.010
52 C 3.630 2.711 -9.362  C53 1.570, H58 1.090, H59 1.090, H60 1.090
53 C 3.726 3.523 -8.022  C52 1.570, C54 1.579, N57 1.448, H61 1.090
54 C 2.858 3.003 -6.809  C53 1.579, O55 1.374, H62 1.090, H63 1.090
55 O 3.077 3.756 -5.681  C54 1.374, C56 1.425
56 C 2.108 3.443 -4.684  O55 1.425, H64 1.090, H65 1.090, H66 1.090
57 N 5.123 3.652 -7.660  C53 1.448, H67 1.010, H68 1.010
58 H 2.799 3.143 -9.919  C52 1.090
59 H 3.321 1.687 -9.151  C52 1.090
60 H 4.494 2.724 -10.026  C52 1.090
61 H 3.486 4.560 -8.253  C53 1.090
62 H 3.214 1.992 -6.612  C54 1.090
63 H 1.865 2.742 -7.176  C54 1.090
64 H 1.115 3.267 -5.096  C56 1.090
65 H 2.092 4.318 -4.034  C56 1.090
66 H 2.269 2.530 -4.110  C56 1.090
67 H 5.470 2.817 -7.210  N57 1.010
68 H 5.495 3.763 -8.593  N57 1.010
69 C 6.051 3.744 2.734  C70 1.490, H75 1.090, H76 1.090, H77 1.090
70 C 5.313 2.677 3.468  C69 1.490, C71 1.567, N74 1.446, H78 1.090
71 C 4.264 1.848 2.650  C70 1.567, O72 1.429, H79 1.090, H80 1.090
72 O 3.121 2.703 2.587  C71 1.429, C73 1.456
73 C 1.896 2.075 2.112  O72 1.456, H81 1.090, H82 1.090, H83 1.090
74 N 6.339 1.794 3.977  C70 1.446, H84 1.010, H85 1.010
75 H 6.875 4.121 3.340  C69 1.090
76 H 5.496 4.628 2.418  C69 1.090
77 H 6.511 3.260 1.872  C69 1.090
78 H 4.768 3.108 4.308  C70 1.090
79 H 4.098 0.906 3.172  C71 1.090
80 H 4.633 1.718 1.632  C71 1.090
81 H 1.954 1.730 1.079  C73 1.090
82 H 1.114 2.833 2.080  C73 1.090
83 H 1.648 1.207 2.723  C73 1.090
84 H 6.401 0.975 3.389  N74 1.010
85 H 7.264 2.129 3.751  N74 1.010
86 C 2.286 -4.124 -2.116  C87 1.487, H92 1.090, H93 1.090, H94 1.090
87 C 2.144 -5.399 -2.868  C86 1.487, C88 1.506, N91 1.429, H95 1.090
88 C 3.413 -6.204 -2.964  C87 1.506, O89 1.448, H96 1.090, H97 1.090
89 O 4.263 -5.632 -3.988  C88 1.448, C90 1.412
90 C 5.625 -6.003 -4.018  O89 1.412, H98 1.090, H99 1.090, H100 1.090
91 N 1.151 -6.169 -2.186  C87 1.429, H101 1.010, H102 1.010
92 H 1.432 -3.472 -2.297  C86 1.090
93 H 3.212 -3.575 -2.285  C86 1.090
94 H 2.419 -4.363 -1.061  C86 1.090
95 H 1.669 -5.332 -3.847  C87 1.090
96 H 3.119 -7.144 -3.430  C88 1.090
97 H 3.943 -6.314 -2.018  C88 1.090
98 H 5.740 -7.048 -4.307  C90 1.090
99 H 6.023 -5.977 -3.004  C90 1.090
100 H 6.278 -5.505 -4.734  C90 1.090
101 H 0.365 -5.539 -2.112  N91 1.010
102 H 0.940 -7.031 -2.669  N91 1.010
103 C -7.737 -5.761 1.163  C104 1.568, H109 1.090, H110 1.090, H111 1.090
104 C -6.172 -5.749 1.268  C103 1.568, C105 1.562, N108 1.466, H112 1.090
105 C -5.580 -4.327 1.008  C104 1.562, O106 1.393, H113 1.090, H114 1.090
106 O -4.215 -4.382 0.740  C105 1.393, C107 1.432
107 C -3.628 -3.305 0.001  O106 1.432, H115 1.090, H116 1.090, H117 1.090
108 N -5.813 -6.234 2.604  C104 1.466, H118 1.010, H119 1.010
109 H -8.105 -6.744 1.456  C103 1.090
110 H -8.253 -5.543 0.228  C103 1.090
111 H -8.294 -5.072 1.799  C103 1.090
112 H -5.627 -6.431 0.616  C104 1.090
113 H -5.794 -3.708 1.880  C105 1.090
114 H -6.126 -3.824 0.210  C105 1.090
115 H -2.655 -3.601 -0.390  C107 1.090
116 H -3.401 -2.479 0.675  C107 1.090
117 H -4.161 -2.854 -0.836  C107 1.090
118 H -6.176 -5.619 3.319  N108 1.010
119 H -4.821 -6.051 2.640  N108 1.010
120 C 3.226 -2.840 3.445  C121 1.497, H126 1.090, H127 1.090, H128 1.090
121 C 2.019 -3.227 4.241  C120 1.497, C122 1.578, N125 1.470, H129 1.090
122 C 2.037 -2.790 5.757  C121 1.578, O123 1.509, H130 1.090, H131 1.090
123 O 0.863 -3.343 6.526  C122 1.509, C124 1.399
124 C 0.975 -3.210 7.914  O123 1.399, H132 1.090, H133 1.090, H134 1.090
125 N 0.808 -2.758 3.551  C121 1.470, H135 1.010, H136 1.010
126 H 4.019 -2.870 4.192  C120 1.090
127 H 3.051 -1.818 3.107  C120 1.090
128 H 3.354 -3.292 2.462  C120 1.090
129 H 1.993 -4.292 4.008  C121 1.090
130 H 2.212 -1.719 5.862  C122 1.090
131 H 2.965 -3.127 6.220  C122 1.090
132 H 1.000 -2.236 8.404  C124 1.090
133 H 1.790 -3.779 8.360  C124 1.090
134 H 0.082 -3.727 8.267  C124 1.090
135 H 0.022 -3.106 4.081  N125 1.010
136 H 0.718 -3.418 2.791  N125 1.010

Atom charges from the Mulliken analysis, given in e for atoms 1 to 5: number 1, C, carries -1.527; number 2, C, carries 0.725; number 3, C, carries 0.122; number 4, O, carries -0.193; number 5, C, carries -0.557